Entry 1:
ORCA calculation (the ωB97M-V functional and the def2-TZVPD basis) on a 5-piece molecular cluster, C4H19NO5 overall in a non-equilibrium geometry.

The orbital gap comes out at 9.673 eV. Its SMILES is COC[C@H](C)N.O.O.O.O. As for the largest force on an atom: 0.0688 hartree/bohr. The HOMO energy is -9.080 eV.

```
29
Properties=species:S:1:pos:R:3:forces:R:3
O -5.471 -1.374 4.909 0.0 -0.1 -0.2
H 1.399 4.482 -2.002 0.7 0.3 0.1
H -2.217 -4.941 -4.242 -0.1 0.0 -0.2
H -1.136 -5.260 -3.231 0.2 -0.1 0.1
H -0.992 1.277 -2.013 0.0 0.6 -0.3
C -0.117 1.714 -1.531 0.3 -0.7 0.4
H 4.060 4.656 -0.651 -0.1 -0.3 -0.9
H -5.213 -1.677 5.779 0.1 -0.1 0.2
H 0.790 4.155 -0.446 -0.5 -0.4 0.5
H -5.755 -0.470 5.043 -0.1 0.2 0.0
H 2.266 2.118 -0.244 0.4 -0.5 -0.2
H 3.121 4.306 0.670 0.0 -0.5 0.6
H -0.852 -6.008 3.750 -0.1 0.3 -0.1
H -3.309 -3.177 1.682 -0.2 0.1 0.1
N 3.203 2.513 -2.113 0.8 -1.1 -2.6
H 2.726 1.788 -2.630 -0.2 -0.8 0.4
H -0.314 -7.406 3.530 0.1 -0.2 -0.1
C 2.582 2.900 -0.935 -1.8 2.5 1.7
H 0.664 0.957 -1.609 0.3 -0.1 -0.3
C 3.618 3.793 -0.153 -1.2 0.1 0.2
O -2.032 -4.930 -3.303 -0.1 0.1 0.2
H 2.957 3.269 -2.736 0.8 0.5 -0.5
C 1.211 3.655 -1.317 1.5 1.0 0.5
H 4.441 3.156 0.172 -0.2 0.1 0.2
O -0.517 -6.773 4.218 0.0 -0.1 0.2
H -0.319 1.738 -0.460 -0.2 0.5 0.2
O 0.284 2.951 -2.082 -0.7 -1.3 0.1
O -2.475 -3.572 1.428 0.2 -0.1 0.1
H -2.604 -3.842 0.519 0.0 -0.1 -0.3
```
Positions in Å, forces in eV/Å.

Atom charges from the Löwdin analysis, given in e for atoms 1 to 2: atom 1 (O): -0.055, atom 2 (H): 0.122

***

Entry 2:
ORCA calculation (the ωB97M-V functional and the def2-TZVPD basis) on one molecule with the formula C4H2 in a non-equilibrium geometry.

The orbital gap comes out at 8.643 eV. As for the largest force on an atom: 0.0372 hartree/bohr. The HOMO energy is -9.651 eV.

```
6
Properties=species:S:1:pos:R:3:forces:R:3
H 2.008 0.166 0.986 -0.6 -0.2 -0.5
C -1.014 -0.422 -0.888 -0.4 -0.4 -0.6
C 1.013 0.135 0.546 -0.9 0.3 0.0
C -2.240 -0.305 -1.207 0.7 -0.2 0.1
H 0.090 0.719 0.854 1.3 0.7 1.3
C 0.143 -0.293 -0.290 -0.1 -0.2 -0.2
```
Positions in Å, forces in eV/Å.

Atom charges from the Löwdin analysis, given in e for atoms 1 to 2: atom 1 (H): 0.092, atom 2 (C): -0.266

***

Entry 3:
ORCA calculation (the ωB97M-V functional and the def2-TZVPD basis) on a 6-piece molecular cluster, C4H20NO5S overall in a non-equilibrium geometry.

The orbital gap (spin up / spin down) comes out at 10.131 / 6.999 eV. Its spin multiplicity is 2. Its expectation value of S² is 0.753. As for the largest force on an atom: 0.0229 hartree/bohr. The HOMO energy (spin up / spin down) is -9.847 / -9.518 eV.

```
31
Properties=species:S:1:pos:R:3:forces:R:3
H 0.092 -1.739 1.540 0.1 0.2 0.6
H -1.796 1.293 2.049 0.3 0.1 0.3
H 1.328 -0.390 3.371 -0.1 0.0 0.0
H 0.455 0.872 3.058 0.5 -0.3 0.2
H 1.198 -2.084 -0.671 -0.2 0.0 0.0
O -1.169 1.243 2.818 -0.7 -0.2 -0.4
O 1.351 0.569 3.342 0.0 0.2 -0.2
C 1.773 1.786 -0.404 0.9 -0.2 -0.4
H -1.512 -1.844 0.786 0.1 0.1 0.1
N 0.294 -0.157 -0.652 0.1 -0.8 0.4
O -2.906 1.210 0.706 0.4 -0.2 -0.6
C 1.678 0.327 -0.833 -0.4 0.2 -0.8
C 0.194 -1.650 -0.578 -0.1 0.8 -0.7
H 1.012 2.414 -0.851 -0.2 0.0 -0.3
H -0.051 0.191 0.239 0.1 0.3 0.0
H 0.547 -0.801 -2.928 0.0 0.0 -0.1
H 2.381 -0.316 -0.292 0.1 0.2 0.1
H -1.591 0.627 3.428 0.0 0.2 0.1
C -0.461 -2.132 0.703 0.2 -1.0 -0.7
H -0.400 -1.950 -1.449 0.1 -0.4 0.2
H -1.418 2.095 -2.006 -0.2 0.1 -0.1
S -0.384 -3.951 0.819 -0.2 0.5 0.1
H -1.076 0.636 -1.706 -0.3 0.4 0.3
H -2.486 1.265 -0.203 -0.4 0.1 0.6
H 1.918 0.230 -1.912 0.1 0.1 0.6
H 1.639 1.852 0.663 0.2 0.1 0.5
H 0.914 -2.161 -3.521 0.0 0.4 -0.1
O -1.846 1.260 -1.789 0.5 -0.3 -0.2
H 2.760 2.191 -0.705 -0.5 -0.1 0.4
O 0.865 -1.216 -3.738 0.0 -0.4 0.1
H -3.301 0.331 0.717 -0.2 0.1 0.0
```
Positions in Å, forces in eV/Å.

Atom charges from the Löwdin analysis, given in e for atoms 1 to 2: atom 1 (H): 0.052, atom 2 (H): 0.014

***

Entry 4:
ORCA calculation (the ωB97M-V functional and the def2-TZVPD basis) on C4H21MgNO6 as an isolated structure in a non-equilibrium geometry.

The orbital gap comes out at 9.786 eV. As for the largest force on an atom: 0.0320 hartree/bohr. The HOMO energy is -16.403 eV. Its net charge is +2.

```
33
Properties=species:S:1:pos:R:3:forces:R:3
H 0.206 -3.131 -0.142 -0.1 0.0 0.1
H 1.921 3.168 1.287 0.0 -0.2 0.1
H -2.055 0.947 -1.551 0.0 0.2 0.0
H 0.479 3.740 -1.570 -0.2 -0.1 0.1
H -1.798 -0.055 -0.369 0.1 0.8 -0.4
C -2.113 -2.743 0.970 0.3 0.0 0.0
H -3.171 -2.697 0.745 -0.1 0.1 0.0
O -0.587 0.517 1.911 -0.1 0.2 0.4
H 0.417 -1.794 1.002 0.1 -0.1 0.0
Mg 0.075 1.628 0.182 -0.7 -0.5 0.3
H 2.363 1.809 1.833 -0.1 0.0 0.0
O 1.641 2.241 1.354 0.6 0.6 0.2
N 1.254 0.050 -0.580 0.7 -1.0 -0.6
O -1.432 -1.879 0.047 0.5 0.3 -0.1
C 0.614 -1.257 -1.089 0.1 0.5 0.1
H 2.425 -2.415 -1.204 -0.1 -0.1 -0.1
H -1.041 4.154 0.899 0.0 -0.1 -0.2
H -1.764 -3.772 0.853 0.0 0.0 0.0
H 2.071 -1.459 -2.636 -0.1 -0.2 0.0
C 1.610 -2.075 -1.855 1.1 0.3 -0.2
H 1.182 2.458 -2.006 -0.1 0.1 0.0
O -1.646 0.897 -0.679 -0.2 -1.5 0.5
O 0.527 2.791 -1.376 0.6 0.5 -0.7
H 1.761 0.404 -1.403 -0.3 -0.1 0.1
C -0.008 -2.075 0.028 -0.8 0.2 0.3
H -1.351 0.800 2.436 0.0 -0.3 -0.1
H -1.614 2.957 1.634 -0.1 0.1 -0.2
H 0.011 0.136 2.571 0.0 0.0 -0.2
H 2.078 -0.217 -0.019 -0.6 -0.1 0.1
O -1.102 3.189 0.847 -0.1 0.5 0.6
H 1.143 -2.929 -2.333 -0.1 -0.1 0.0
H -0.160 -0.961 -1.793 -0.2 0.1 0.1
H -1.934 -2.430 2.006 0.0 0.0 -0.1
```
Positions in Å, forces in eV/Å.

Atom charges from the Löwdin analysis, given in e for atoms 1 to 2: atom 1 (H): 0.138, atom 2 (H): 0.113

***

Entry 5:
ORCA calculation (the ωB97M-V functional and the def2-TZVPD basis) on a 5-piece molecular cluster, C4H21N2O4 overall.

The orbital gap comes out at 9.974 eV. As for the largest force on an atom: 0.0097 hartree/bohr. The HOMO energy is -12.654 eV. Its net charge is +1.

```
31
Properties=species:S:1:pos:R:3:forces:R:3
O -1.573 3.337 -0.429 -0.2 0.4 -0.1
O -0.947 -3.693 -0.107 -0.2 -0.1 -0.2
N -1.519 -1.535 -2.068 0.0 -0.1 0.4
H -1.769 -0.245 -0.451 -0.1 0.0 0.0
C 0.240 -0.041 -1.195 0.0 0.3 0.0
H 0.737 -2.345 1.393 0.2 0.0 0.0
O -0.007 2.258 1.590 -0.1 0.2 -0.3
H -0.572 2.684 0.907 0.1 -0.1 0.2
H 0.899 2.562 1.415 -0.1 -0.1 0.1
N 0.706 -0.292 1.909 -0.2 -0.2 0.2
H 1.691 -0.024 1.845 0.0 0.1 -0.1
H 3.288 2.434 2.107 0.0 -0.1 0.0
H 0.147 0.586 1.731 0.4 0.0 -0.1
H -0.708 -1.523 0.961 -0.1 0.1 0.0
O 2.800 1.949 1.429 0.3 0.1 -0.3
C -1.258 -0.251 -1.417 0.3 0.1 0.1
H 3.325 2.075 0.621 -0.2 -0.1 0.3
H 2.010 -1.023 -0.381 0.0 0.3 0.2
H 0.818 -2.089 -0.980 -0.1 -0.1 0.1
H 0.373 0.927 -0.702 -0.1 0.0 0.1
H 0.735 0.093 -2.162 0.0 -0.2 0.0
H -2.478 3.583 -0.186 0.2 -0.1 0.0
H -1.234 4.111 -0.902 -0.1 -0.2 0.1
H 0.540 -0.565 2.876 -0.1 0.0 0.0
C 0.372 -1.416 0.966 -0.1 -0.1 0.1
H -1.627 0.611 -1.979 -0.1 0.0 0.0
C 0.924 -1.162 -0.417 0.2 -0.3 -0.4
H -2.491 -1.613 -2.344 0.1 0.0 -0.2
H -1.237 -4.591 -0.306 0.0 0.1 0.1
H -0.916 -1.654 -2.872 -0.2 0.0 -0.2
H -1.268 -3.149 -0.854 0.1 0.0 0.1
```
Positions in Å, forces in eV/Å.

Atom charges from the Löwdin analysis, given in e for atoms 1 to 2: atom 1 (O): -0.041, atom 2 (O): -0.078

***

Entry 6:
ORCA calculation (the ωB97M-V functional and the def2-TZVPD basis) on a 5-piece molecular cluster, C4H21N3O4 overall in a non-equilibrium geometry.

The orbital gap comes out at 9.396 eV. Its SMILES is NCCNCCN.O.O.O.O. As for the largest force on an atom: 0.1390 hartree/bohr. The HOMO energy is -8.811 eV.

```
32
Properties=species:S:1:pos:R:3:forces:R:3
H 2.223 1.698 -1.620 1.5 1.0 -1.6
C 1.179 1.738 0.114 -1.4 -0.6 1.5
H 1.555 0.065 -1.369 0.1 1.7 0.7
H 0.682 2.719 0.102 0.4 0.0 -0.5
H 3.874 0.799 2.333 0.9 -0.2 0.2
N -1.213 -1.165 0.321 -4.3 -1.3 -2.7
O 1.274 -1.448 -3.376 0.5 -2.0 0.8
H -2.639 -0.197 1.399 1.8 0.5 -0.3
O -3.387 -0.435 1.912 -2.3 0.6 3.6
N 0.120 1.390 -2.135 -0.3 -2.1 1.2
H -0.652 0.646 -1.823 2.3 2.4 -0.7
C 0.746 -0.404 1.363 3.6 1.1 -3.3
H 0.224 -2.478 1.062 -0.1 -1.7 1.6
H 1.913 -0.773 -3.221 0.3 1.0 -0.2
H -0.660 0.886 0.729 -0.1 0.5 -0.3
H 2.501 0.630 2.585 -1.8 0.1 0.1
H 1.894 -0.372 1.019 -2.3 -0.6 1.3
O 3.308 0.278 2.909 1.2 0.2 0.0
H -0.252 2.319 -1.967 -0.2 -0.1 0.0
H -3.405 0.007 2.850 0.5 -1.1 -3.1
H -3.298 0.563 -1.111 -1.1 4.3 0.9
H -3.580 -0.824 -0.596 -3.3 -3.0 4.6
H 0.647 -0.467 2.398 0.0 -0.7 1.8
H -1.888 -1.984 0.252 1.1 1.1 0.8
H 2.100 1.886 0.683 0.3 0.0 -0.4
H 0.505 -1.773 -0.433 0.8 0.5 1.4
C 1.383 1.197 -1.278 -3.1 -2.1 -0.2
H -1.203 -0.993 -0.711 -0.4 0.5 1.4
O -3.187 -0.316 -1.182 3.7 -1.1 -6.0
N 0.306 0.962 1.010 0.0 -0.7 0.2
C 0.086 -1.559 0.604 2.7 0.9 -2.2
H 0.540 -1.118 -3.853 -0.9 1.0 -0.7
```
Positions in Å, forces in eV/Å.

Atom charges from the Löwdin analysis, given in e for atoms 1 to 2: atom 1 (H): 0.074, atom 2 (C): -0.244